Record 1
This record from the OMol25 dataset describes C13H7N4O2S5Sn as an isolated structure. The level of theory is wB97M-V/def2-TZVPD.

Calculated total energy = -3074.08258 hartree
Kohn-Sham gap = 5.53 eV
Charge = +1

The geometry in XYZ format:
```
32
Properties=species:S:1:pos:R:3:nbo_charge:R:1
Sn 0.29 -1.39 -2.43 1.2595
S 1.62 -2.72 -0.32 -0.2856
S 1.08 -4.49 -3.07 -0.1464
S 5.04 -1.41 -2.78 -0.0432
S 3.24 -3.63 -0.86 0.3053
S 2.88 -4.69 -2.52 0.3466
O -1.50 3.45 3.62 -0.3347
O -1.00 4.50 1.80 -0.3602
N 0.61 0.54 -1.10 -0.5280
N -1.04 -1.43 -0.25 -0.5215
N 2.31 -0.95 -3.06 -0.8587
N -1.19 3.49 2.45 0.5158
C -1.93 -0.05 1.50 -0.1023
C 0.75 3.00 0.19 -0.0878
C -1.08 -0.25 0.41 0.2450
C -2.71 -2.29 1.22 -0.2360
C 1.57 2.71 -0.86 -0.2315
C -0.19 2.03 0.63 -0.1021
C -0.20 0.80 -0.04 0.1604
C -2.76 -1.10 1.90 -0.0876
C -1.09 2.20 1.73 0.1356
C 3.47 -1.15 -2.94 0.1849
C -1.91 1.22 2.17 -0.1564
C 1.46 1.47 -1.50 0.1036
C -1.83 -2.41 0.14 0.0922
H -1.76 -3.34 -0.42 0.2181
H -3.34 -3.13 1.50 0.2494
H 2.09 1.22 -2.34 0.2419
H 2.30 3.42 -1.21 0.2523
H -2.56 1.40 3.01 0.2650
H -3.43 -0.97 2.75 0.2411
H 0.81 3.96 0.69 0.2655
```


Record 2
This record from the OMol25 dataset describes C13H8Cl5GaNO3 as an isolated structure. The level of theory is wB97M-V/def2-TZVPD.

Calculated total energy = -5006.26614 hartree
Kohn-Sham gap = 8.41 eV
Charge = +1

The geometry in XYZ format:
```
31
Properties=species:S:1:pos:R:3:nbo_charge:R:1
Ga -0.39 -0.14 -0.41 1.8219
Cl -0.35 -4.06 3.74 0.1028
Cl -1.03 -5.42 -1.44 0.1060
Cl -0.75 -6.24 1.56 0.1185
Cl -0.90 -2.39 -2.21 0.0793
Cl -0.21 -1.08 2.95 0.0415
O -1.65 2.95 -2.26 -0.5167
O 1.32 0.00 -1.48 -0.7900
O -1.40 0.84 -1.57 -0.8498
N 0.00 1.60 0.53 -0.5895
C -0.46 3.91 0.16 -0.1848
C -0.48 -3.62 2.09 -0.1300
C 0.68 1.91 1.64 0.0759
C -1.26 2.15 -1.47 0.7454
C -0.71 -2.90 -0.56 -0.0253
C 1.36 0.30 -2.91 -0.2430
C 0.22 4.23 1.33 -0.1038
C -0.40 -2.28 1.72 0.0704
C 0.81 3.22 2.07 -0.2240
C -0.50 -1.90 0.39 -0.6428
C -0.79 -4.24 -0.23 -0.0977
C -0.66 -4.60 1.11 -0.0474
C -0.55 2.59 -0.20 0.1110
H 0.30 5.26 1.65 0.2480
H -0.93 4.66 -0.47 0.2713
H 2.13 -0.43 -1.19 0.5328
H 1.35 3.43 2.98 0.2517
H 1.06 1.34 -3.04 0.2120
H 1.12 1.09 2.19 0.2306
H 2.38 0.16 -3.25 0.2123
H 0.69 -0.36 -3.43 0.2131
```


Record 3
This record from the OMol25 dataset describes C13H8CrN4O9S as an isolated structure in a non-equilibrium geometry. The level of theory is wB97M-V/def2-TZVPD.

Calculated total energy = -2839.07416 hartree
⟨S²⟩ = 6.08
Kohn-Sham gap (alpha / beta) = 3.27 / 6.72 eV
Multiplicity = 5
Charge = -2

The geometry in XYZ format:
```
36
Properties=species:S:1:pos:R:3:lowdin_spin:R:1
Cr -0.57 1.30 -0.91 2.8870
S -0.32 2.37 -3.24 -0.0123
O -1.63 2.63 0.43 0.0068
O -3.59 -1.36 -1.27 0.0134
O -1.92 0.06 -1.43 0.0340
O 0.15 -0.32 4.64 0.0771
O 0.48 2.91 -0.04 -0.0013
O 0.91 0.61 2.83 0.1320
O -4.39 -3.97 2.63 0.1642
O -0.30 0.27 0.68 -0.0122
O -3.27 -3.66 4.47 0.1039
N 2.23 1.67 -3.65 -0.0030
N 0.10 -0.15 3.40 0.1138
N 0.98 0.68 -1.87 -0.0137
N -3.50 -3.38 3.28 0.1518
C 3.27 0.18 -2.11 -0.0008
C -2.74 -2.39 2.65 0.0475
C -0.52 3.15 0.65 0.0098
C -2.62 -0.80 -0.77 0.0102
C -2.23 -1.11 0.65 -0.0028
C 4.60 1.28 -3.96 0.0023
C -1.10 -0.51 1.29 -0.0213
C -0.89 -0.82 2.68 0.0491
C 3.32 1.01 -3.23 0.0140
C -3.00 -2.04 1.32 -0.0346
C 2.07 0.03 -1.45 0.0119
C -1.71 -1.73 3.34 0.2372
C 1.11 1.51 -2.96 0.0135
H 4.40 1.85 -4.86 0.0000
H 4.15 -0.34 -1.76 -0.0003
H -3.83 -2.51 0.81 -0.0020
H 5.26 1.85 -3.30 0.0008
H -0.43 3.87 1.49 -0.0005
H 5.12 0.35 -4.22 0.0005
H -1.54 -1.93 4.38 0.0236
H 1.95 -0.57 -0.56 0.0002
```


Record 4
This record from the OMol25 dataset describes C13H8F5OS2SbSe4Tl as an isolated structure in a non-equilibrium geometry. The level of theory is wB97M-V/def2-TZVPD.

Calculated total energy = -11889.63338 hartree
Kohn-Sham gap (alpha / beta) = 4.74 / 4.90 eV
Charge = -1

The geometry in XYZ format:
```
35
Properties=species:S:1:pos:R:3:nbo_charge:R:1
Tl -0.74 0.90 -0.23 0.7280
Sb 2.95 4.96 -1.01 0.9123
Se 3.02 6.91 0.49 -0.4132
Se 1.72 5.63 -3.08 -0.2100
Se 5.30 4.38 -1.59 -0.4641
Se 1.79 2.97 0.03 -0.7601
S 0.93 -1.79 -1.91 1.2986
S 1.28 -0.56 1.27 -0.3969
F 2.57 -2.62 2.94 -0.2986
F 1.50 -4.84 3.99 -0.3095
F -1.66 -1.47 1.15 -0.3128
F -2.68 -3.74 2.13 -0.3017
F -1.12 -5.46 3.56 -0.3021
O -0.46 -1.24 -1.72 -1.0257
C 1.90 1.28 -4.37 -0.2150
C 3.28 1.26 -4.33 -0.1929
C 0.52 -1.96 1.95 -0.2634
C 3.23 -0.54 -2.74 -0.2049
C -0.83 -2.30 1.81 0.2961
C 1.27 -2.87 2.72 0.2905
C 3.95 0.37 -3.51 -0.1943
C 1.17 0.38 -3.60 -0.1652
C 0.74 -4.01 3.26 0.2982
C -0.60 -4.33 3.06 0.2259
C 0.74 -2.86 -3.38 -0.8025
C -1.38 -3.46 2.32 0.2611
C 1.85 -0.54 -2.82 -0.2742
H 0.34 -2.26 -4.20 0.2303
H 0.05 -3.65 -3.11 0.2314
H 3.84 1.96 -4.94 0.2183
H 1.71 -3.27 -3.65 0.2261
H 0.09 0.37 -3.62 0.2262
H 3.73 -1.24 -2.09 0.2268
H 1.38 2.01 -4.98 0.2177
H 5.03 0.39 -3.45 0.2199
```